Record 1
{"formula": "C5H8O", "method": "ωB97M-V/def2-TZVPD", "symbols": ["H", "C", "H", "H", "C", "H", "C", "C", "C", "H", "H", "H", "H", "O"], "positions_angstrom": [[3.015, 0.393, 0.839], [0.199, -0.509, -0.462], [-1.589, -0.691, -1.533], [-2.394, -0.642, 1.315], [-2.043, 0.007, 0.501], [-0.409, 0.912, 0.996], [2.675, 0.455, -0.199], [-1.223, -0.852, -0.513], [1.320, -0.080, -0.337], [-1.355, -1.917, -0.294], [-2.924, 0.405, -0.009], [3.376, -0.103, -0.824], [2.707, 1.506, -0.504], [-1.354, 1.116, 1.023]], "gap_ev": 10.5, "smiles": "CC#CCCO", "e_tot_ha": -270.4824, "homo_ev": -9.58}

---

Record 2
{"formula": "C45H84ClN3O6PS", "method": "ωB97M-V/def2-TZVPD", "symbols": ["H", "H", "C", "H", "H", "H", "H", "H", "H", "C", "H", "H", "H", "H", "C", "H", "O", "H", "H", "C", "H", "H", "C", "H", "C", "H", "N", "C", "C", "H", "H", "H", "H", "C", "H", "H", "C", "H", "C", "H", "H", "H", "O", "H", "H", "H", "H", "H", "H", "H", "O", "H", "H", "Cl", "C", "C", "C", "H", "C", "H", "H", "C", "H", "H", "C", "H", "H", "H", "H", "C", "C", "C", "C", "H", "C", "H", "H", "H", "H", "O", "C", "H", "H", "H", "H", "C", "H", "H", "H", "N", "H", "H", "H", "H", "C", "H", "C", "C", "C", "H", "O", "H", "C", "C", "C", "C", "H", "H", "C", "H", "H", "H", "C", "H", "N", "C", "C", "P", "H", "H", "H", "H", "H", "C", "C", "H", "H", "H", "H", "C", "C", "C", "C", "H", "S", "O", "C", "H", "C", "C", "H"], "positions_angstrom": [[-6.065, 1.073, 0.105], [4.790, 5.906, 3.320], [4.726, 1.551, 0.968], [-1.030, -5.792, -3.572], [5.155, -1.646, 1.988], [-2.056, 1.372, -5.391], [-2.900, -4.402, 2.106], [-0.095, 0.408, -5.425], [3.555, 2.627, -0.569], [-4.577, -3.497, -1.623], [-1.940, -7.660, 0.318], [4.113, 4.264, 7.344], [6.079, 0.010, 0.209], [1.241, 7.135, 4.218], [-2.466, -4.158, -0.181], [-0.011, 4.623, 6.195], [3.511, 4.024, 4.501], [-0.185, -0.133, -3.579], [2.319, 1.261, -5.078], [-4.556, 2.446, -4.008], [-1.400, -5.405, 1.552], [-4.038, -2.438, -1.730], [3.659, 0.794, 3.980], [-7.396, -5.229, -2.671], [3.803, -0.095, 2.715], [1.750, 7.690, 5.830], [-1.335, -5.563, -2.578], [-2.839, -5.402, -2.629], [-5.578, -3.762, -2.890], [3.690, -0.706, -4.094], [6.904, 1.454, 0.769], [3.906, 3.324, 1.984], [1.701, -0.773, 2.903], [-0.480, 2.115, -3.803], [1.060, -3.384, -4.627], [5.377, -1.265, 3.684], [3.237, 4.923, 7.436], [4.515, 6.533, 8.065], [-3.189, 1.683, -3.435], [1.523, -4.136, -1.410], [-2.867, -3.090, 0.171], [-5.818, 3.254, -2.164], [-8.742, -4.715, -5.190], [0.681, 6.197, 6.497], [-6.802, 2.567, -3.636], [4.180, 1.743, 3.937], [1.134, -1.399, -2.394], [2.852, 2.412, 6.425], [-5.062, -5.583, -4.924], [-4.928, -3.631, -3.879], [-2.149, -7.652, -0.675], [-0.634, 0.211, -0.149], [-2.730, -1.617, -4.754], [0.011, -8.406, -2.885], [0.238, 0.702, -4.319], [6.339, 0.097, 2.335], [2.181, 4.540, 6.367], [2.480, 8.372, 4.415], [-1.223, -2.951, -3.090], [-5.802, 0.026, -2.925], [0.597, 5.045, 7.800], [-0.619, -4.247, -2.246], [-0.138, -4.568, -0.015], [4.235, 7.565, 3.312], [-0.924, -3.948, -0.666], [-4.254, 3.585, -4.106], [4.051, 0.275, 4.864], [-3.281, -6.507, -2.725], [5.149, 6.061, 5.775], [-2.075, -2.155, -3.913], [2.523, -0.848, -4.232], [2.711, -1.196, 2.943], [-6.258, -5.250, -2.953], [-3.144, -4.882, -3.659], [-3.513, -4.711, -1.307], [1.370, -5.478, -2.724], [-4.153, -5.567, -0.775], [5.304, 2.761, -0.791], [-7.211, 0.853, -1.983], [3.184, -0.145, 0.450], [1.867, 0.685, -4.136], [-4.920, 1.992, -5.034], [-4.503, 1.760, -0.696], [2.903, 7.049, 7.605], [-3.442, 0.519, -3.510], [1.991, -1.857, -3.047], [-4.810, -0.190, -0.670], [5.391, 2.710, 2.748], [7.258, -0.492, 2.264], [3.564, 0.737, 1.481], [-6.390, -2.890, -2.949], [-6.509, -6.845, -4.703], [5.490, 3.596, 1.263], [4.539, 7.703, 5.879], [4.501, 2.078, -0.490], [-0.619, 1.969, -2.630], [-2.471, -5.072, 1.221], [-5.285, 0.887, -0.763], [3.199, 6.330, 4.826], [-2.232, 3.213, -4.832], [-6.800, -3.015, -5.772], [-7.174, -2.482, -4.990], [0.796, 5.144, 6.725], [-1.977, 2.129, -4.473], [-0.527, -2.351, -0.366], [3.896, 6.530, 3.438], [2.832, -1.661, 3.929], [2.837, 4.746, 8.444], [4.879, 2.856, 1.795], [4.497, 1.274, -1.234], [6.506, 0.838, 3.124], [2.606, 1.028, 4.181], [-0.385, -0.956, -0.097], [1.488, 2.762, 7.475], [2.575, 4.964, 4.975], [1.644, -3.395, -3.600], [2.102, 7.429, 4.830], [-0.815, -6.933, -1.530], [2.262, 1.192, -3.159], [2.771, -2.008, 2.208], [-3.181, -6.001, 1.149], [2.294, -1.350, -5.263], [-5.261, -3.392, -0.655], [1.929, 2.999, 6.498], [1.000, -4.374, -2.456], [-5.696, -6.087, -2.361], [3.208, 6.307, 2.615], [-2.958, 1.938, -2.316], [0.162, 3.069, -4.023], [-6.048, 0.938, -2.232], [4.234, 6.649, 5.935], [-5.826, 2.384, -2.973], [3.714, 6.362, 7.339], [2.714, -3.856, -3.862], [-7.266, -4.659, -5.679], [-7.134, -5.276, -7.116], [5.178, -0.810, 2.703], [2.917, -2.008, -2.309], [-6.188, -5.714, -4.559], [6.069, 0.776, 0.997], [1.234, 2.640, 5.731]], "charge": 1, "gap_ev": [3.6, 3.1], "s_squared": 3.025, "multiplicity": 3, "e_tot_ha": -3579.1759, "homo_ev": [-6.44, -10.47]}

---

Record 3
{"formula": "CH2NO3S", "method": "ωB97M-V/def2-TZVPD", "symbols": ["H", "O", "C", "O", "H", "S", "O", "N"], "positions_angstrom": [[1.544, -1.297, 1.110], [-1.561, 1.563, -2.896], [-0.454, 1.171, -3.005], [1.906, -0.801, 0.441], [-1.098, 0.489, -0.599], [0.193, 0.685, -0.748], [0.524, 0.941, -3.606], [0.987, -0.708, -0.639]], "charge": -1, "gap_ev": 6.7, "e_tot_ha": -717.9191, "homo_ev": -2.79}

---

Record 4
{"formula": "C20H39N4O4P2Sn", "method": "ωB97M-V/def2-TZVPD", "symbols": ["C", "H", "H", "C", "C", "H", "H", "C", "C", "H", "N", "H", "C", "H", "H", "C", "H", "C", "C", "H", "H", "H", "H", "H", "O", "P", "P", "C", "H", "H", "H", "H", "H", "C", "H", "C", "C", "H", "H", "H", "O", "O", "C", "Sn", "H", "H", "H", "H", "H", "H", "H", "C", "O", "N", "H", "C", "H", "C", "C", "N", "H", "H", "N", "H", "H", "C", "C", "H", "H", "H"], "positions_angstrom": [[3.528, 3.143, 2.027], [-0.969, -2.446, 0.247], [0.105, 4.133, 3.322], [3.298, 3.143, 0.505], [0.335, -3.643, -4.171], [-1.760, -1.282, -5.433], [3.288, 2.246, -2.299], [3.568, 0.349, -0.019], [0.669, -3.111, -2.958], [1.628, 2.866, -2.118], [-2.322, -1.014, 0.937], [0.527, 3.987, 1.614], [0.087, -1.878, -2.619], [0.965, -1.423, 1.146], [1.478, 5.056, 2.675], [0.117, -4.912, -6.001], [0.870, -4.947, -6.789], [0.401, -1.292, -1.279], [2.292, 2.024, -1.914], [3.115, -0.565, -0.407], [-3.982, 0.068, -1.861], [4.305, 2.420, 2.290], [-2.247, 1.661, 3.766], [3.886, 4.123, 2.351], [1.242, -1.838, -0.551], [2.039, 2.691, 3.030], [2.328, 1.694, -0.113], [-0.776, -1.235, -3.498], [1.353, -3.600, -2.278], [-4.327, 0.404, 3.350], [-3.682, -1.819, -0.472], [-2.110, -1.324, -1.120], [-2.885, 2.191, -1.253], [-1.102, -1.786, -4.739], [-3.250, -1.663, 2.720], [0.939, 4.108, 2.619], [-1.546, -2.247, 1.150], [-4.357, -1.111, 1.480], [3.037, 4.229, 4.664], [-2.093, 0.088, 4.143], [0.751, -4.817, -4.727], [-0.693, -3.744, -6.167], [-3.505, 0.265, -0.897], [-0.445, 0.905, 0.971], [-1.186, -0.276, -3.216], [4.260, 3.168, -0.012], [-3.661, 1.243, 1.945], [-1.805, 1.053, -1.711], [-1.087, -1.840, 3.227], [-4.285, 0.603, -0.213], [1.892, 1.143, -2.418], [-2.903, -1.047, -0.422], [-0.243, -0.216, -0.956], [-2.474, 1.303, -0.990], [-0.512, -5.801, -6.034], [-3.392, -0.899, 1.951], [1.802, 3.187, 5.402], [-0.575, -2.120, 2.305], [-0.535, -2.999, -5.044], [-2.220, 0.729, 3.366], [3.400, 2.530, 5.040], [4.454, 0.599, -0.603], [0.435, -1.105, 1.978], [3.856, 0.174, 1.019], [1.107, -1.014, 2.732], [-3.476, 0.444, 2.664], [2.628, 3.217, 4.691], [-2.207, -3.108, 1.313], [-0.120, -3.100, 2.464], [2.747, 4.036, 0.201]], "charge": 1, "gap_ev": 8.4, "e_tot_ha": -2202.3555, "homo_ev": -10.39}